Below is one molecule with the formula C10H23ClOSi in a non-equilibrium geometry, with properties calculated with ωB97M-V/def2-TZVPD.

ORCA input file:
```
! RIJCOSX wB97M-V def2-TZVPD def2/J DEFGRID3
* xyz 0 1
Cl -0.234 -3.840 -3.587
O 0.148 -0.943 -3.064
C 0.301 2.606 5.460
C 0.952 -1.369 -1.971
C 0.706 1.487 4.471
C 0.745 -0.987 -0.576
C 0.047 1.728 3.136
C 1.154 0.419 -0.355
C 0.939 1.159 2.016
C 0.284 1.238 0.638
C -2.519 -1.940 -2.832
C -1.145 -1.590 -5.592
Si -0.960 -1.900 -3.802
H 0.752 3.579 5.078
H 0.756 2.461 6.419
H -0.795 2.665 5.672
H 0.892 -2.499 -2.002
H 1.971 -1.084 -2.191
H 1.775 1.545 4.383
H 0.532 0.448 4.838
H 1.297 -1.575 0.131
H -0.272 -1.318 -0.313
H -0.921 1.257 3.046
H -0.157 2.797 2.953
H 0.954 0.897 -1.336
H 2.256 0.539 -0.254
H 1.108 0.095 2.351
H 1.980 1.484 2.081
H -0.691 0.802 0.670
H 0.204 2.271 0.396
H -3.356 -2.417 -3.365
H -2.348 -2.542 -1.958
H -2.715 -0.875 -2.668
H -1.954 -0.946 -5.819
H -0.278 -1.090 -5.999
H -1.405 -2.564 -6.056
*
```

Calculated values
SMILES: CCCCCCCCO[Si](C)(C)Cl
Highest occupied orbital energy in eV: -10.12
LUMO energy in eV: 0.80

***

Below is one molecule with the formula H2 in a non-equilibrium geometry, with properties calculated with ωB97M-V/def2-TZVPD.

ORCA input file:
```
! RIJCOSX wB97M-V def2-TZVPD def2/J DEFGRID3
* xyz 0 1
H 0.015 0.301 0.182
H -0.015 -0.301 -0.182
*
```

Calculated values
SMILES: [H][H]
Highest occupied orbital energy in eV: -14.72
LUMO energy in eV: 2.66

***

Below is one molecule with the formula C4H7FS in a non-equilibrium geometry, with properties calculated with ωB97M-V/def2-TZVPD.

ORCA input file:
```
! RIJCOSX wB97M-V def2-TZVPD def2/J DEFGRID3
* xyz 0 1
C -1.940 1.428 0.601
C 0.281 0.237 -0.067
C 1.106 -0.908 -0.756
C 1.819 -1.906 -0.230
H -1.636 1.261 1.639
H -3.068 1.547 0.602
H -1.407 2.249 0.150
H 0.479 0.253 1.029
H 0.473 1.184 -0.530
H 2.481 -2.366 -0.947
H 1.990 -2.136 0.801
F 0.861 -0.774 -2.071
S -1.439 -0.069 -0.221
*
```

Calculated values
SMILES: C=C(F)CSC
Highest occupied orbital energy in eV: -8.55
LUMO energy in eV: 1.00

***

Below is C7H9NO3S as an isolated structure in a non-equilibrium geometry, with properties calculated with ωB97M-V/def2-TZVPD.

ORCA input file:
```
! RIJCOSX wB97M-V def2-TZVPD def2/J DEFGRID3
* xyz 0 1
C -2.306 0.990 -0.922
C 1.502 1.268 -1.036
C -2.525 -0.449 -1.479
C -0.499 1.074 0.825
C -1.432 -0.885 -0.306
C 1.098 0.235 -0.083
C 2.083 -0.204 0.847
N -1.510 0.470 0.144
O -2.854 2.000 -1.148
O 2.566 1.888 -0.956
O 0.769 -2.476 -0.311
S 0.365 -1.258 -1.031
H 0.830 1.616 -1.908
H -3.510 -0.723 -1.136
H -2.306 -0.470 -2.584
H -0.214 0.674 1.803
H -0.429 2.059 0.544
H -1.803 -1.675 0.374
H 2.663 0.518 1.417
H 2.997 -0.924 0.540
H 1.614 -0.860 1.692
*
```

Calculated values
Highest occupied orbital energy in eV: -9.47
LUMO energy in eV: -0.03

***

Below is a 2-piece molecular cluster, C2H9N2O overall in a non-equilibrium geometry, with properties calculated with ωB97M-V/def2-TZVPD.

ORCA input file:
```
! RIJCOSX wB97M-V def2-TZVPD def2/J DEFGRID3
* xyz 1 1
C 1.848 -0.637 1.223
N 0.894 0.184 1.452
H 1.629 -1.396 0.468
H 2.847 -0.533 1.693
H 1.102 1.024 2.021
H -0.029 0.122 0.861
N -0.400 0.538 -1.832
C -1.519 0.465 -0.884
O -1.264 -0.443 0.285
H 0.433 0.892 -1.347
H -0.089 -0.406 -2.043
H -1.768 1.447 -0.447
H -2.446 0.058 -1.303
H -1.241 -1.316 -0.149
*
```

Calculated values
Highest occupied orbital energy in eV: -14.54
LUMO energy in eV: -5.16

***

Below is one molecule with the formula C17H21N3O5S in a non-equilibrium geometry, with properties calculated with ωB97M-V/def2-TZVPD.

ORCA input file:
```
! RIJCOSX wB97M-V def2-TZVPD def2/J DEFGRID3
* xyz 0 1
C 1.099 -0.305 3.246
C 0.416 0.783 2.431
H 0.956 0.969 1.498
H 0.336 1.711 3.000
O -0.932 0.432 2.114
C -1.126 -0.402 1.098
O -0.251 -0.916 0.450
C -2.605 -0.592 0.843
H -2.815 -1.641 0.636
H -3.166 -0.266 1.716
C -3.019 0.261 -0.375
N -2.204 -0.048 -1.540
C -1.055 0.662 -1.700
O -0.829 1.651 -1.030
C -0.122 0.209 -2.813
H 0.056 -0.864 -2.742
H -0.592 0.439 -3.772
C 1.226 0.929 -2.705
C 2.073 0.252 -1.693
N 2.464 -0.982 -1.711
N 3.209 -1.182 -0.611
C 3.241 -0.055 0.034
C 3.929 0.227 1.264
C 4.624 -0.715 1.972
S 5.327 -0.059 3.385
C 4.687 1.501 3.029
C 3.970 1.508 1.881
H 3.484 2.376 1.473
H 4.886 2.316 3.695
H 4.746 -1.749 1.723
O 2.534 0.906 -0.610
H 1.072 1.965 -2.399
H 1.739 0.898 -3.667
C -2.488 -1.323 -2.170
H -1.997 -1.379 -3.139
H -2.120 -2.141 -1.539
C -3.999 -1.469 -2.387
O -4.727 -1.258 -1.204
C -4.497 0.040 -0.714
H -5.112 0.148 0.180
H -4.811 0.783 -1.463
H -4.234 -2.481 -2.719
H -4.326 -0.750 -3.155
H -2.848 1.317 -0.143
H 2.066 0.048 3.590
H 0.489 -0.562 4.109
H 1.245 -1.194 2.637
*
```

Calculated values
SMILES: CCOC(=O)C[C@@H]1COCCN1C(=O)CCc1nnc(-c2ccsc2)o1
Highest occupied orbital energy in eV: -8.54
LUMO energy in eV: 0.73

***

Below is a 8-piece molecular cluster, C42H104N2O26P6 overall in a non-equilibrium geometry, with properties calculated with ωB97M-V/def2-TZVPD.

ORCA input file:
```
! RIJCOSX wB97M-V def2-TZVPD def2/J DEFGRID3
* xyz 0 1
C -8.619 -12.852 -5.257
O -9.686 -13.199 -4.782
N -7.432 -13.516 -5.321
C -6.174 -13.056 -5.751
C -7.357 -14.828 -4.534
H -8.565 -11.769 -5.449
H -5.850 -13.689 -6.577
H -5.560 -13.233 -4.868
H -6.202 -11.986 -5.957
H -6.859 -14.513 -3.617
H -8.294 -15.264 -4.187
H -6.636 -15.515 -4.976
C -2.532 -15.100 -11.215
O -3.497 -15.429 -11.959
N -2.525 -14.438 -10.051
C -1.357 -14.172 -9.228
C -3.823 -13.759 -9.789
H -1.576 -15.448 -11.636
H -1.269 -13.175 -8.794
H -0.538 -14.354 -9.924
H -1.211 -14.958 -8.487
H -4.469 -13.817 -10.664
H -4.522 -14.092 -9.022
H -3.668 -12.711 -9.532
C -10.402 -4.641 -4.897
C -10.110 -6.093 -4.980
O -11.325 -6.718 -5.353
P -11.392 -8.410 -5.090
O -12.576 -9.019 -5.700
O -11.398 -8.517 -3.444
C -11.206 -9.847 -2.865
C -12.525 -10.620 -2.474
O -9.913 -9.004 -5.487
C -9.768 -9.482 -6.816
C -9.278 -8.560 -7.948
H -11.073 -4.428 -4.064
H -9.635 -3.902 -4.665
H -10.981 -4.365 -5.778
H -9.328 -6.290 -5.713
H -9.723 -6.441 -4.022
H -10.555 -10.401 -3.542
H -10.584 -9.613 -2.001
H -12.892 -10.980 -3.435
H -12.340 -11.460 -1.804
H -13.265 -9.961 -2.019
H -9.011 -10.267 -6.799
H -10.655 -9.996 -7.186
H -9.245 -8.899 -8.983
H -9.951 -7.706 -8.020
H -8.326 -8.117 -7.653
C -10.761 -16.987 -3.996
C -10.924 -18.519 -4.323
O -12.116 -18.791 -3.648
P -12.653 -20.243 -3.174
O -11.600 -21.312 -3.228
O -13.126 -19.990 -1.647
C -13.629 -21.137 -0.835
C -15.057 -20.697 -0.489
O -13.976 -20.297 -4.092
C -14.853 -21.451 -4.090
C -14.951 -21.900 -5.486
H -10.023 -16.455 -4.595
H -11.658 -16.368 -3.985
H -10.395 -16.969 -2.969
H -11.088 -18.508 -5.401
H -10.086 -19.106 -3.946
H -13.721 -22.021 -1.466
H -12.999 -21.350 0.028
H -15.059 -19.898 0.252
H -15.629 -20.329 -1.341
H -15.595 -21.598 -0.195
H -14.505 -22.201 -3.380
H -15.825 -21.160 -3.692
H -14.100 -22.455 -5.881
H -15.916 -22.319 -5.773
H -14.979 -21.067 -6.188
C -9.414 -14.137 -1.103
C -10.361 -14.393 0.118
O -10.971 -13.180 0.577
P -12.247 -13.443 1.637
O -12.764 -12.180 2.304
O -13.219 -14.334 0.697
C -13.918 -13.873 -0.360
C -15.366 -14.222 -0.156
O -11.671 -14.556 2.690
C -12.438 -14.772 3.906
C -12.074 -13.776 5.060
H -9.170 -15.143 -1.446
H -10.195 -13.643 -1.680
H -8.509 -13.543 -0.978
H -11.073 -15.204 -0.031
H -9.752 -14.830 0.909
H -13.757 -12.812 -0.549
H -13.678 -14.381 -1.294
H -15.796 -14.089 -1.149
H -15.561 -15.184 0.319
H -15.883 -13.515 0.493
H -13.521 -14.898 3.892
H -12.139 -15.812 4.034
H -11.426 -13.016 4.624
H -12.791 -13.085 5.504
H -11.594 -14.243 5.920
C -0.440 -14.592 -5.639
C -1.597 -13.545 -5.102
O -0.954 -12.367 -4.697
P -1.586 -11.023 -5.421
O -2.255 -11.086 -6.762
O -2.544 -10.452 -4.310
C -3.856 -10.842 -4.033
C -4.865 -9.936 -4.571
O -0.294 -10.004 -5.514
C -0.582 -8.711 -6.142
C 0.777 -8.027 -6.475
H 0.275 -14.818 -4.848
H -0.894 -15.578 -5.737
H 0.094 -14.273 -6.534
H -2.221 -13.427 -5.988
H -2.084 -14.159 -4.344
H -4.098 -11.897 -4.161
H -3.896 -10.774 -2.946
H -5.702 -9.881 -3.875
H -4.401 -8.950 -4.566
H -5.057 -10.058 -5.637
H -1.171 -8.841 -7.049
H -1.248 -8.087 -5.547
H 1.287 -7.935 -5.516
H 1.445 -8.685 -7.031
H 0.651 -7.035 -6.909
C -1.182 -19.969 -1.945
C -1.613 -18.965 -3.097
O -2.095 -17.898 -2.269
P -3.557 -17.208 -2.737
O -3.481 -16.591 -4.123
O -3.954 -16.305 -1.451
C -2.909 -15.509 -0.877
C -3.186 -14.070 -1.313
O -4.607 -18.426 -2.592
C -5.910 -18.250 -3.206
C -6.656 -19.566 -2.962
H -2.123 -20.256 -1.476
H -0.766 -20.937 -2.223
H -0.547 -19.691 -1.104
H -0.870 -18.686 -3.845
H -2.391 -19.550 -3.586
H -2.700 -15.561 0.191
H -1.972 -15.796 -1.354
H -2.323 -13.503 -1.663
H -3.897 -14.176 -2.132
H -3.695 -13.560 -0.495
H -6.533 -17.484 -2.744
H -5.783 -18.093 -4.277
H -6.694 -19.960 -1.947
H -7.581 -19.770 -3.502
H -6.033 -20.342 -3.406
C -15.608 -10.320 -5.117
C -16.882 -11.083 -5.543
O -16.689 -12.457 -5.996
P -15.791 -13.579 -5.185
O -16.205 -13.804 -3.737
O -15.995 -14.905 -6.071
C -16.154 -15.055 -7.449
C -17.613 -15.509 -7.686
O -14.296 -13.001 -5.508
C -13.129 -13.689 -5.055
C -12.475 -14.538 -6.178
H -15.679 -9.270 -5.401
H -15.381 -10.460 -4.060
H -14.818 -10.692 -5.768
H -17.734 -10.948 -4.877
H -17.194 -10.516 -6.420
H -15.906 -14.140 -7.988
H -15.425 -15.771 -7.828
H -18.123 -16.240 -7.059
H -18.106 -14.618 -7.298
H -17.759 -15.633 -8.759
H -12.464 -12.884 -4.744
H -13.256 -14.111 -4.058
H -13.201 -15.259 -6.554
H -12.117 -13.947 -7.021
H -11.500 -14.883 -5.836
*
```

Calculated values
SMILES: CCOP(=O)(OCC)OCC.CCOP(=O)(OCC)OCC.CCOP(=O)(OCC)OCC.CCOP(=O)(OCC)OCC.CCOP(=O)(OCC)OCC.CCOP(=O)(OCC)OCC.CN(C)C=O.CN(C)C=O
Highest occupied orbital energy in eV: -9.38
LUMO energy in eV: 0.25

***

Below is one molecule with the formula C3H4N2O2, with properties calculated with ωB97M-V/def2-TZVPD.

ORCA input file:
```
! RIJCOSX wB97M-V def2-TZVPD def2/J DEFGRID3
* xyz 0 1
N -1.801 -0.478 -0.030
C -0.496 -0.023 0.125
C 0.005 1.184 0.428
O 1.405 1.096 0.494
C 1.757 -0.102 -0.041
O 2.840 -0.385 -0.471
N 0.587 -0.871 -0.075
H -2.008 -0.952 -0.902
H -2.493 0.233 0.168
H -0.396 2.158 0.191
H 0.600 -1.860 0.113
*
```

Calculated values
SMILES: Nc1coc(=O)[nH]1
Highest occupied orbital energy in eV: -8.38
LUMO energy in eV: 0.67

***

Below is a 3-piece molecular cluster, C3H6N2O2 overall, with properties calculated with ωB97M-V/def2-TZVPD.

ORCA input file:
```
! RIJCOSX wB97M-V def2-TZVPD def2/J DEFGRID3
* xyz 0 1
C 2.271 0.099 -0.921
O 1.827 1.194 -1.175
C -1.157 0.941 -0.125
N -0.926 1.998 -0.668
N -1.464 -0.171 0.320
C -1.965 -0.384 1.617
O -2.017 -1.474 2.114
H 0.680 -2.281 -0.571
H 2.087 -0.414 0.038
H 2.882 -0.465 -1.649
H 0.031 2.325 -0.766
H 0.086 -1.893 -0.346
H -2.334 0.524 2.132
*
```

Calculated values
SMILES: N=C=NC=O.[H][H].C=O
Highest occupied orbital energy in eV: -10.44
LUMO energy in eV: 0.35

***

Below is a 2-piece molecular cluster, C11H9O3 overall in a non-equilibrium geometry, with properties calculated with ωB97M-V/def2-TZVPD.

ORCA input file:
```
! RIJCOSX wB97M-V def2-TZVPD def2/J DEFGRID3
* xyz -1 1
C 1.034 -1.172 -1.119
C 1.901 -2.321 -1.473
C 0.581 1.126 1.224
C 0.357 1.683 -0.080
C -0.206 0.158 1.712
C -0.588 1.147 -0.883
C -0.285 -1.257 -1.069
C -1.762 -3.141 -2.601
C 1.586 -3.566 -1.336
C -1.378 -0.373 0.944
C -1.207 -0.158 -0.567
O -2.709 -3.082 -1.939
O 1.294 -4.702 -1.182
O -0.935 -3.319 -3.389
H 1.646 -0.275 -0.902
H 2.889 -2.088 -1.845
H 1.414 1.507 1.809
H 0.953 2.534 -0.393
H -0.039 -0.252 2.701
H -0.740 1.537 -1.884
H -1.488 -1.449 1.122
H -2.303 0.113 1.302
H -2.186 -0.267 -1.059
*
```

Calculated values
Highest occupied orbital energy (spin up / spin down) in eV: -2.46 / -2.46
LUMO energy (spin up / spin down) in eV: 3.62 / 3.62

***

Below is one molecule with the formula C2H7N3O in a non-equilibrium geometry, with properties calculated with ωB97M-V/def2-TZVPD.

ORCA input file:
```
! RIJCOSX wB97M-V def2-TZVPD def2/J DEFGRID3
* xyz 0 1
C 0.481 -0.206 -0.653
C 0.533 0.475 -1.953
N -0.190 0.329 0.301
N -1.291 0.628 2.235
N -0.263 -0.162 1.621
O 1.072 -1.472 -0.585
H 0.832 -0.246 -2.820
H -0.526 0.965 -2.067
H 1.231 1.282 -1.909
H -1.245 0.989 3.179
H -2.202 0.112 2.107
H -0.216 -1.170 1.736
H 1.784 -1.524 -1.194
*
```

Calculated values
SMILES: C/C(O)=N/NN
Highest occupied orbital energy in eV: -8.19
LUMO energy in eV: 0.78

***

Below is a 3-piece molecular cluster, C28H63BrNO14P4S overall in a non-equilibrium geometry, with properties calculated with ωB97M-V/def2-TZVPD.

ORCA input file:
```
! RIJCOSX wB97M-V def2-TZVPD def2/J DEFGRID3
* xyz 1 1
C 4.319 -4.621 0.626
C 4.193 -3.154 0.177
C 3.501 -2.360 1.273
O 3.321 -0.964 0.979
N 2.379 -0.758 -0.048
C 3.011 -0.244 -1.338
C 4.324 0.490 -1.103
C 5.061 0.699 -2.445
C 6.322 -0.181 -2.567
S 6.570 -0.896 -4.224
C 1.990 0.523 -2.228
P 2.208 2.407 -2.246
C 0.812 3.243 -1.420
O 1.960 2.746 -3.836
C 0.552 -0.002 -2.024
C 0.502 -1.498 -2.414
C 0.673 -1.645 -3.929
C 0.681 -3.056 -4.429
O 1.901 -2.124 -4.336
O -0.280 0.769 -2.863
C -1.654 0.357 -2.838
C -2.632 1.532 -2.778
C -2.692 2.141 -4.184
C -4.016 0.905 -2.466
C -4.465 1.051 -1.011
C -5.880 0.458 -0.842
C -3.547 0.303 -0.033
C 0.144 0.176 -0.537
C 1.277 0.112 0.476
O 1.841 1.342 0.769
P 0.598 -0.522 2.156
O -0.635 0.516 2.315
Br -0.364 -2.434 1.564
H 5.248 -5.067 0.288
H 3.472 -5.204 0.272
H 4.271 -4.674 1.716
H 3.525 -3.149 -0.696
H 5.131 -2.704 -0.141
H 4.132 -2.363 2.161
H 2.568 -2.856 1.562
H 1.945 -1.671 -0.232
H 3.284 -1.142 -1.899
H 4.987 -0.118 -0.490
H 4.193 1.422 -0.560
H 5.392 1.736 -2.477
H 4.408 0.568 -3.306
H 6.265 -1.022 -1.877
H 7.202 0.405 -2.314
H 5.352 -0.690 -4.737
H 2.258 0.225 -3.244
H 0.766 4.235 -1.877
H 0.999 3.403 -0.361
H -0.172 2.794 -1.543
H 1.021 2.864 -4.029
H 1.370 -2.066 -2.076
H -0.445 -1.974 -2.164
H 0.182 -0.916 -4.566
H 1.123 -3.861 -3.862
H 0.596 -3.087 -5.506
H -1.862 -0.166 -3.779
H -1.880 -0.354 -2.043
H -2.341 2.265 -2.023
H -1.700 2.358 -4.583
H -3.165 1.424 -4.857
H -3.304 3.043 -4.192
H -4.777 1.353 -3.107
H -3.983 -0.153 -2.749
H -4.502 2.105 -0.729
H -6.398 0.974 -0.033
H -5.834 -0.596 -0.559
H -6.451 0.559 -1.764
H -2.616 0.851 0.153
H -4.060 0.240 0.930
H -3.347 -0.715 -0.373
H -0.411 1.096 -0.387
H -0.539 -0.645 -0.310
H 1.958 1.482 1.723
H -1.429 0.225 1.837
C -8.508 -2.885 1.324
O -7.602 -3.443 2.298
P -6.046 -3.356 2.044
O -5.771 -3.156 0.609
O -5.663 -4.820 2.579
C -6.562 -5.922 2.672
O -4.951 -2.593 2.910
C -3.603 -2.764 2.476
H -9.493 -2.885 1.784
H -8.235 -1.868 1.058
H -8.517 -3.514 0.439
H -6.913 -6.220 1.683
H -7.403 -5.687 3.318
H -6.002 -6.745 3.109
H -3.443 -2.215 1.549
H -3.360 -3.817 2.334
H -2.964 -2.349 3.252
C 2.895 3.430 6.988
O 2.281 4.096 5.863
P 3.087 4.210 4.506
O 4.527 4.044 4.749
O 2.648 5.706 4.131
C 2.183 6.685 5.058
O 2.710 3.602 3.075
C 3.597 3.957 2.002
H 2.113 3.299 7.732
H 3.295 2.459 6.710
H 3.684 4.058 7.391
H 2.963 6.941 5.776
H 1.290 6.340 5.575
H 1.934 7.570 4.478
H 4.540 3.422 2.097
H 3.779 5.028 1.958
H 3.101 3.642 1.084
*
```

Calculated values
Highest occupied orbital energy in eV: -10.82
LUMO energy in eV: -2.65

***

Number 4 is which compound? C7H9NO3S